Record 1
131
Properties=species:S:1:pos:R:3 method="wB97M-V/def2-TZVPD" de_lowest_kcal_mol=0.0 homo_energy_ha=-0.37972 energy_ha=-12115.6741 orbital_gap_ev=7.221 charge=+1
Bi 0.649 0.846 -0.233
Br 6.881 -1.594 -4.763
As -1.357 0.073 -1.939
As -1.866 -4.500 -4.863
As 1.374 -2.000 -1.986
O 0.514 2.024 4.209
O -0.718 2.052 0.787
O 4.253 3.963 0.424
O 1.052 -0.145 4.243
O -0.091 -0.805 0.851
N 2.150 1.647 -2.767
N 0.038 3.219 -1.824
C 1.903 2.770 -3.300
C 3.433 3.197 0.405
C 0.969 -4.721 1.853
C -1.880 -3.516 -6.560
C -0.431 5.675 -3.054
C 3.242 0.899 -3.269
C 2.129 -2.457 -3.733
C -0.050 6.561 2.691
C -3.248 2.240 1.899
C -1.975 -1.738 -1.539
C 2.713 -2.914 -0.908
C -0.022 -5.152 -5.024
C -4.546 2.065 2.351
C 5.203 -0.418 -2.795
C -2.397 1.483 4.002
C 0.286 -3.518 1.873
C -0.563 3.827 2.374
C 4.111 0.311 -2.355
C -0.774 2.306 2.182
C -3.697 1.309 4.458
C 2.278 -4.786 2.316
C -2.374 -4.130 -1.734
C 2.883 -3.639 2.797
C 0.603 5.840 1.701
C 0.596 4.847 -3.490
C -2.158 1.947 2.714
C -1.301 -1.327 2.876
C 0.797 3.635 -2.849
C -0.980 0.418 -3.805
C -2.999 1.053 -1.638
C 4.535 -0.026 -5.079
C -4.776 1.601 3.639
C 0.460 1.651 2.851
C 0.891 0.997 6.326
C -3.699 -1.530 2.669
C -0.929 4.028 -1.401
C -1.385 -1.877 4.152
C -1.577 -2.863 -3.773
C -3.774 -2.087 3.935
C -2.613 -2.248 4.679
C 0.063 -1.050 2.239
C 2.195 -2.428 2.813
C -0.036 -3.353 -1.798
C -1.200 5.261 -1.985
C 1.333 1.089 4.888
C 5.408 -0.583 -4.158
C -1.210 4.558 3.362
C 2.803 1.453 4.737
C -2.470 -1.150 2.148
C 0.345 4.487 1.549
C 0.890 -2.350 2.344
C -1.456 -3.004 -2.244
C -0.956 5.915 3.517
C 3.453 0.716 -4.632
C 0.853 0.114 2.873
H -2.406 -4.132 -0.642
H -4.730 -2.389 4.344
H 1.007 1.965 6.813
H -1.480 3.676 -0.538
H 1.529 -2.065 -4.555
H -5.788 1.469 4.001
H 5.890 -0.861 -2.087
H 0.476 -5.614 1.489
H 2.529 3.173 -4.101
H -3.056 -1.673 -1.685
H -1.473 6.467 4.291
H 1.294 2.144 2.322
H -2.015 -5.106 -2.063
H -1.861 -4.226 -7.386
H -2.831 2.118 -1.776
H 3.096 1.494 3.686
H -1.570 1.266 4.658
H 2.691 -1.561 3.226
H 2.814 -5.727 2.313
H -0.031 -0.032 -4.089
H -0.482 -2.046 4.723
H 2.425 -2.869 0.143
H -0.006 -5.909 -5.807
H -1.789 -1.817 -0.465
H -3.393 -4.009 -2.108
H 1.236 5.136 -4.314
H 1.313 6.332 1.047
H 1.828 0.073 2.353
H -3.864 0.940 5.462
H 0.663 -4.349 -5.295
H -1.920 4.073 4.019
H -0.743 -3.477 1.536
H -0.047 -3.571 -0.728
H -0.719 -2.325 -4.185
H -3.757 0.699 -2.336
H 2.198 -3.541 -3.824
H 0.841 3.932 0.763
H -2.795 -2.929 -6.638
H 3.129 -2.032 -3.803
H -1.785 0.034 -4.427
H 0.305 -4.257 -2.309
H -3.329 0.867 -0.616
H -5.380 2.306 1.703
H -0.154 0.693 6.369
H 4.695 -0.178 -6.137
H -3.073 2.627 0.904
H -1.016 -2.855 -6.642
H -2.660 -2.683 5.670
H 3.897 -3.679 3.176
H 3.936 0.442 -1.293
H -4.599 -1.380 2.086
H 0.307 -5.622 -4.098
H -2.468 -2.269 -4.005
H 2.988 2.430 5.182
H 2.801 -3.955 -1.218
H -0.917 1.501 -3.912
H 1.498 0.261 6.852
H -1.993 5.877 -1.585
H -0.612 6.626 -3.535
H 0.146 7.618 2.817
H 3.422 0.709 5.238
H -2.416 -0.692 1.171
H 2.753 1.131 -5.348
H 3.675 -2.420 -1.040



Record 2
20
Properties=species:S:1:pos:R:3 method="wB97M-V/def2-TZVPD" de_lowest_kcal_mol=0.0 homo_energy_ha="-0.20295 / -0.33173" spin_multiplicity=3 energy_ha=-801.0932 orbital_gap_ev="6.255 / 7.744" charge=0 s2=2.031
S 3.281 1.166 0.508
N 2.610 -1.260 -0.232
C 1.678 -2.174 -0.143
C 2.803 -0.073 -0.548
C -1.419 2.190 -0.304
C -0.614 1.704 -1.323
C -0.258 -0.349 -0.094
C 0.201 -1.757 -0.015
C -1.729 1.414 0.784
C -0.050 0.436 -1.254
C -1.130 0.116 0.965
H 0.513 0.057 -2.078
H 2.020 -3.157 0.041
H -1.347 -0.688 1.767
H -0.436 -2.237 -0.679
H -1.735 3.200 -0.344
H -0.376 2.210 -2.280
H -0.006 -2.126 1.018
H 3.358 0.326 1.582
H -2.226 1.823 1.612



Record 3
56
Properties=species:S:1:pos:R:3 method="wB97M-V/def2-TZVPD" de_lowest_kcal_mol=5.1 homo_energy_ha="-0.28632 / -0.41477" spin_multiplicity=5 energy_ha=-2862.5829 orbital_gap_ev="3.272 / 5.883" charge=+1 s2=6.095
Mn 0.270 -0.356 -0.157
P -1.690 0.274 0.374
O -0.145 -2.988 -0.363
O 0.818 2.549 0.359
O 1.888 -1.213 -0.862
O -2.552 0.041 -0.959
O -0.388 -1.483 -2.527
O 3.701 -0.049 -2.126
O 1.179 1.156 2.364
O -1.859 1.794 0.845
O -2.403 -0.586 1.496
N -0.205 -0.334 -1.929
N 0.602 1.575 -0.473
N 0.845 -0.022 1.823
N -0.085 -1.979 0.582
C 0.053 0.807 -2.598
C 0.631 -1.081 2.631
C -3.285 1.098 -1.586
C 0.128 0.677 -4.053
C -3.180 -1.766 1.227
C 0.738 3.285 -2.250
C 0.194 -2.223 1.872
C -2.162 2.156 2.203
C 0.817 -1.097 4.121
C 4.423 0.781 -0.564
C 0.471 1.900 -1.790
C -0.058 -3.600 2.317
H 1.015 -0.093 4.517
H -0.186 -2.501 -1.294
H -4.140 -1.466 0.795
H -2.675 -2.486 0.566
H 1.035 1.872 1.543
H -0.232 1.561 -4.556
H 3.999 1.385 0.269
H -2.991 1.167 -2.640
H -0.079 -1.487 4.629
H -3.103 2.058 -1.090
H -0.443 -0.183 -4.405
H 4.237 -0.228 -0.271
H 0.505 3.409 -3.317
H 4.470 -0.443 -2.599
H 0.123 -4.307 1.499
H -3.344 -2.224 2.213
H 3.193 -0.806 -1.566
H 0.123 3.994 -1.678
H -1.106 -3.703 2.619
H 1.712 -2.169 -1.088
H 1.160 0.506 -4.368
H 1.784 3.593 -2.102
H -1.493 1.660 2.915
H -4.335 0.815 -1.500
H -2.017 3.235 2.267
H 5.026 1.233 -1.312
H 0.561 -3.882 3.161
H -3.207 1.916 2.421
H 1.663 -1.744 4.394



Record 4
160
Properties=species:S:1:pos:R:3 method="wB97M-V/def2-TZVPD" de_lowest_kcal_mol=294.7 homo_energy_ha=-0.14955 energy_ha=-4197.2026 orbital_gap_ev=2.016 charge=0
F 6.955 8.657 -4.591
F 8.634 7.286 -4.596
F 7.059 -12.413 2.311
F -4.398 0.864 6.850
F 5.586 -11.116 3.182
F -2.833 -3.639 -7.055
F -2.950 -5.763 -7.130
F -5.882 1.148 5.369
F -4.635 -0.546 5.198
F -1.656 -4.804 -5.761
F 7.567 -10.918 3.839
F 6.762 6.844 -3.716
O -2.263 5.469 -3.873
O -9.633 2.165 -0.314
O -3.946 -5.589 -4.202
O -1.609 8.711 -1.048
O 7.267 9.269 -1.538
O 1.207 -2.898 2.186
O 9.377 9.078 -2.544
O 5.612 -2.411 -0.815
O 6.633 0.219 1.487
O 0.464 2.123 0.457
O 5.361 -12.397 5.478
O -4.219 -3.487 -4.541
O -3.838 1.638 3.274
O 5.708 -14.198 4.218
O -2.277 1.377 4.975
O -10.997 -2.212 -1.695
N 8.264 -0.903 -0.815
N -0.036 -0.787 0.740
N -3.284 6.526 -1.388
N -8.686 -0.268 -1.249
C -4.357 -7.838 -3.404
C 6.843 -3.022 -0.300
C 6.285 -12.951 4.514
C 8.110 8.382 -2.365
C 6.673 -11.810 3.472
C -1.763 1.570 6.259
C -9.855 0.445 -1.973
C 7.886 -2.085 0.101
C -4.684 0.747 5.486
C 0.173 -0.038 -0.597
C 5.991 -11.496 6.397
C 7.145 1.012 0.455
C -11.893 -3.236 -2.131
C -0.258 1.148 6.151
C 10.496 8.212 -2.386
C 1.227 3.185 0.948
C 7.629 7.780 -3.864
C -4.015 -7.009 -4.560
C -3.666 5.656 -3.685
C -0.872 9.883 -1.296
C -4.092 6.783 -2.665
C -3.522 7.574 -0.188
C 4.766 -3.314 -1.488
C -10.638 1.397 -0.985
C 7.304 0.312 -0.881
C -2.857 -4.750 -6.300
C 1.132 1.153 -0.375
C -0.640 -2.189 0.654
C -10.077 2.684 0.932
C -1.971 4.681 -5.034
C -0.242 -2.889 1.986
C 4.892 -10.914 7.317
C -9.060 -1.518 -0.412
C -3.676 1.618 4.679
C 6.762 0.728 2.770
C -4.072 -4.621 -5.302
C 11.735 9.080 -2.624
C 1.713 -3.634 3.300
C -2.804 8.917 -0.371
C -9.666 -2.662 -1.225
H -3.489 5.598 -1.049
H 1.161 -3.340 4.193
H 0.895 -0.838 1.127
H 6.714 -0.008 3.573
H -4.082 -8.857 -3.674
H -1.713 -1.996 0.667
H 7.751 0.824 -1.733
H 7.244 -3.759 -0.996
H 6.396 -0.229 -1.147
H -10.380 1.946 1.675
H -2.295 6.447 -1.578
H -0.417 10.342 -0.419
H -1.458 10.548 -1.930
H -0.022 9.601 -1.918
H -3.053 -7.383 -4.911
H 5.101 -9.967 7.813
H -5.421 -7.702 -3.211
H -0.543 -0.206 1.393
H -3.304 6.957 0.684
H -0.193 0.137 5.750
H -10.608 -0.239 -2.366
H 8.249 7.480 -1.768
H 3.899 -2.843 -1.950
H 1.602 3.897 0.213
H 0.628 3.715 1.688
H -4.114 4.688 -3.460
H -0.672 -3.888 1.914
H -0.980 4.231 -4.964
H -1.967 2.587 6.596
H -3.738 2.657 5.003
H -2.078 5.239 -5.965
H -2.237 0.910 6.986
H 11.719 9.799 -1.805
H 6.519 -3.579 0.579
H 5.967 1.433 3.013
H 2.757 -3.413 3.523
H 10.593 7.794 -1.385
H 1.407 1.619 -1.322
H 6.755 -11.974 7.011
H -8.175 -1.856 0.126
H 6.343 1.728 0.274
H 11.740 9.693 -3.525
H 2.022 2.790 1.580
H -2.763 9.273 0.659
H 4.175 -10.552 6.580
H 7.206 -13.196 5.044
H 0.443 -0.788 -1.340
H -4.080 6.036 -4.619
H -3.500 9.524 -0.950
H 6.422 -10.628 5.898
H -0.461 -2.677 -0.304
H -9.445 0.919 -2.865
H -3.939 -7.397 -2.499
H -4.796 -7.235 -5.285
H 8.829 -2.632 0.121
H 1.984 0.757 0.178
H -0.829 0.275 -0.891
H -7.939 -0.470 -1.898
H -8.245 0.380 -0.612
H 7.747 1.141 2.989
H -3.658 7.758 -2.887
H 0.102 1.048 7.175
H -9.456 3.477 1.348
H 8.362 -1.306 -1.736
H -4.918 -4.970 -5.894
H 8.055 1.544 0.733
H 12.721 8.626 -2.526
H 0.257 1.858 5.504
H -11.325 -3.747 -2.908
H -11.306 1.996 -1.603
H -9.761 -1.101 0.311
H -4.598 7.735 -0.141
H 1.619 -4.713 3.177
H 5.382 -3.829 -2.225
H 10.567 7.396 -3.105
H -0.744 -2.461 2.853
H -11.210 0.852 -0.234
H -9.780 -3.559 -0.616
H 7.756 -1.690 1.109
H -12.796 -2.851 -2.604
H -12.137 -3.948 -1.342
H 4.408 -4.175 -0.922
H 9.213 -0.616 -0.621
H 4.336 -11.617 7.938
H -2.602 3.797 -5.130
H -9.102 -2.980 -2.102
H -10.953 3.286 0.689
H -5.157 6.883 -2.454



Record 5
65
Properties=species:S:1:pos:R:3 method="wB97M-V/def2-TZVPD" homo_energy_ha=-0.33624 energy_ha=-7288.0977 orbital_gap_ev=7.404 charge=0
Br -1.781 -0.322 0.200
Br -0.230 0.043 3.480
S 2.079 3.088 -1.047
Al 5.880 -4.406 -5.319
F 4.948 -4.748 -6.754
F 5.723 -2.709 -4.909
F 7.560 -4.783 -5.605
F 5.280 -5.373 -3.985
O 0.474 0.846 -0.883
O -6.541 -0.784 0.228
O -5.689 -2.429 -1.104
N 0.812 2.180 1.781
C 1.737 -1.767 0.033
C -5.064 1.227 -0.178
C 2.733 -4.067 -0.494
C 0.553 1.817 3.239
C -4.811 -2.415 1.124
C -1.542 2.118 -1.270
C 3.688 -3.387 -1.390
C -2.953 2.586 -0.735
C 1.880 1.352 1.137
C 1.817 2.108 4.150
C -6.276 0.317 -0.668
C -0.483 2.264 1.029
C -0.677 1.309 -0.198
C 2.835 0.904 4.287
C -4.171 1.741 -1.364
C -5.715 -1.871 -0.039
C 2.848 0.450 -1.058
C 3.668 -1.939 -1.537
C 1.717 1.356 -0.422
C 1.757 -3.223 0.184
C 2.698 -1.080 -0.821
H 2.304 3.078 3.853
H -0.232 2.556 3.572
H 1.033 -3.721 0.869
H -4.794 2.455 -1.975
H 4.421 -4.051 -1.920
H -1.351 2.113 1.729
H 3.846 1.292 3.966
H 1.962 0.345 1.608
H -5.429 -3.087 1.784
H 1.185 3.142 1.836
H -0.599 3.326 0.664
H -3.079 2.537 0.377
H 0.986 -1.167 0.593
H 2.618 0.024 3.634
H 2.484 2.976 -2.350
H -7.184 0.984 -0.649
H 4.444 -1.516 -2.229
H 2.957 0.549 5.343
H -3.765 0.930 -2.021
H -4.512 0.633 0.596
H -4.397 -1.587 1.756
H -3.143 3.658 -1.033
H 3.883 0.813 -0.796
H 1.399 2.288 5.182
H -3.946 -3.016 0.743
H -1.615 1.571 -2.242
H -5.503 2.113 0.369
H 2.743 -5.174 -0.334
H 2.858 1.874 1.352
H -6.160 -0.005 -1.737
H -0.934 3.054 -1.461
H 2.766 0.613 -2.174